Run i
{
  "formula": "C4H4O3",
  "method": "wB97M-V/def2-TZVPD",
  "lumo_ev": 0.70,
  "homo_energy_ev": -8.66,
  "gap_ev": 9.4,
  "species": ["C", "C", "C", "C", "H", "H", "H", "H", "O", "O", "O"],
  "positions_angstrom": [[-2.27782, -0.45006, 0.17270], [-0.94851, -0.05069, -0.21683], [-0.49108, 1.21444, -0.11149], [1.18684, -0.23588, 0.02349], [-2.35151, -1.13118, 1.21809], [-2.89508, 0.36379, 0.69170], [-3.14016, -1.13297, -0.58867], [-1.06707, 2.10925, -0.56460], [0.81607, 1.12755, 0.17016], [2.28689, -0.63513, 0.10306], [-0.02330, -0.87690, -0.26869]]
}

=====

Run ii
{
  "formula": "C4H4O3",
  "method": "wB97M-V/def2-TZVPD",
  "lumo_ev": [-0.54, -0.55],
  "homo_energy_ev": [-8.29, -8.29],
  "gap_ev": [7.8, 7.7],
  "species": ["C", "C", "C", "C", "O", "O", "O", "H", "H", "H", "H"],
  "positions_angstrom": [[-0.83817, 1.39743, 1.08729], [0.07274, 1.79374, -0.01053], [-1.05736, 0.64279, -0.10201], [0.32311, -1.36036, -0.65458], [-1.06305, 1.44233, 2.26292], [-0.73068, 1.57749, -1.06642], [0.25157, -2.35386, 0.12699], [1.10285, 1.48300, -0.17097], [1.15368, -0.65445, -0.78373], [-0.07944, -1.59530, -1.59737], [0.86475, -2.37280, 0.90842]]
}

=====

Run iii
{
  "formula": "C4H4O3",
  "method": "wB97M-V/def2-TZVPD",
  "lumo_ev": 0.70,
  "homo_energy_ev": -10.07,
  "gap_ev": 10.8,
  "species": ["O", "C", "O", "C", "C", "C", "O", "H", "H", "H", "H"],
  "positions_angstrom": [[-2.45575, -1.93413, -1.03967], [-1.82275, -1.28941, -0.35390], [0.51036, -1.41410, -1.33785], [0.82035, -1.03297, -0.23218], [0.61210, 0.34220, 0.24227], [-0.23942, 1.51000, 0.44886], [0.53075, 0.90928, 1.51220], [1.60195, 0.47046, -0.31036], [1.57645, -1.53033, 0.40993], [-1.31697, 1.54195, 0.62496], [0.18293, 2.42705, 0.03574]]
}

=====

Run iv
{
  "formula": "C4H4O3",
  "method": "wB97M-V/def2-TZVPD",
  "lumo_ev": 0.77,
  "homo_energy_ev": -10.25,
  "gap_ev": 11.0,
  "species": ["O", "C", "C", "C", "O", "C", "O", "H", "H", "H", "H"],
  "positions_angstrom": [[-0.55469, 1.18612, -1.34832], [-0.87752, 0.79499, -0.13231], [0.37592, 0.15604, 0.27859], [-0.11374, -1.07073, 0.96834], [-1.24171, -0.83504, 0.12332], [0.96713, 0.40369, -1.00059], [1.71779, 1.11417, -0.20965], [-1.64049, 1.32470, 0.43950], [0.42568, -1.99796, 0.75212], [-0.33540, -0.97945, 2.04016], [1.27703, -0.09653, -1.91116]]
}

=====

Which one sits at the bottom of the stability order? run ii does.

=====

Run i
{
  "formula": "C4H4O3",
  "method": "wB97M-V/def2-TZVPD",
  "lumo_ev": 0.39,
  "homo_energy_ev": -10.57,
  "gap_ev": 11.0,
  "species": ["O", "C", "C", "C", "O", "C", "O", "H", "H", "H", "H"],
  "positions_angstrom": [[-1.81346, 1.32889, 1.08231], [-0.80451, 1.45707, 0.42896], [-0.00923, 0.28354, 0.01487], [-0.29224, -1.18099, 0.28733], [0.85975, -1.54338, -0.52073], [1.23710, -0.19492, -0.60741], [0.34305, 0.46173, -1.41591], [-0.51548, 2.40378, -0.05688], [-0.03574, -1.45038, 1.31755], [-1.26157, -1.60853, 0.02686], [2.29231, 0.04318, -0.55694]]
}

=====

Run ii
{
  "formula": "C4H4O3",
  "method": "wB97M-V/def2-TZVPD",
  "smiles": "O=CC1=C(CO)O1",
  "lumo_ev": 0.12,
  "homo_energy_ev": -8.46,
  "gap_ev": 8.6,
  "species": ["O", "C", "C", "C", "C", "O", "O", "H", "H", "H", "H"],
  "positions_angstrom": [[0.45116, 1.84914, 2.32251], [1.09974, 1.81071, 1.29368], [0.83426, 0.81492, 0.31612], [0.28694, -0.06796, -0.49721], [-0.84847, -1.37114, -0.99512], [-1.96790, -1.32800, -0.23862], [1.35285, 0.39467, -1.11345], [1.90148, 2.55882, 1.26133], [-0.07326, -2.09379, -0.93374], [-0.99072, -1.15188, -2.14609], [-2.04609, -1.41550, 0.73060]]
}

=====

Run iii
{
  "formula": "C4H4O3",
  "method": "wB97M-V/def2-TZVPD",
  "smiles": "CC(=O)C(=O)C=O",
  "lumo_ev": -0.25,
  "homo_energy_ev": -9.76,
  "gap_ev": 9.5,
  "species": ["C", "C", "O", "C", "O", "C", "O", "H", "H", "H", "H"],
  "positions_angstrom": [[-1.58578, 0.31329, -0.50421], [-0.50888, -0.70087, -0.23690], [-0.52376, -1.83793, -0.64920], [0.66511, -0.33512, 0.69112], [0.58866, -0.60679, 1.86756], [1.98140, 0.31394, 0.25142], [2.03526, 1.47744, -0.05726], [-1.84407, 0.85971, 0.40888], [-2.46314, -0.20097, -0.90600], [-1.22397, 1.04237, -1.24015], [2.87915, -0.32507, 0.37475]]
}

=====

Which one sits at the bottom of the stability order? run ii does.

=====

Run i
{
  "formula": "C4H4O3",
  "method": "wB97M-V/def2-TZVPD",
  "smiles": "C#C[C@H](O)C(=O)O",
  "lumo_ev": 0.34,
  "homo_energy_ev": -9.39,
  "gap_ev": 9.7,
  "species": ["C", "C", "C", "O", "C", "O", "O", "H", "H", "H", "H"],
  "positions_angstrom": [[0.04353, 2.12605, -1.38502], [-0.11096, 1.09326, -0.75293], [-0.59061, 0.09421, 0.38553], [-0.32808, 0.45007, 1.71757], [0.12502, -1.09389, -0.18158], [0.72468, -0.85994, -1.25580], [0.54654, -2.04570, 0.66189], [-0.03008, 3.15143, -1.67581], [-1.66422, -0.02156, 0.22578], [0.18206, -0.25638, 2.14620], [1.10211, -2.63756, 0.11419]]
}

=====

Run ii
{
  "formula": "C4H4O3",
  "method": "wB97M-V/def2-TZVPD",
  "smiles": "O=CC1(C=O)CO1",
  "lumo_ev": 0.25,
  "homo_energy_ev": -10.17,
  "gap_ev": 10.4,
  "species": ["O", "C", "C", "C", "O", "C", "O", "H", "H", "H", "H"],
  "positions_angstrom": [[0.42744, -1.71635, 1.53945], [0.62003, -1.31845, 0.41912], [0.12589, 0.02838, -0.06996], [-0.48662, 0.04930, -1.43423], [-0.95417, -0.94414, -1.93613], [-0.25672, 1.05104, 0.90979], [0.98480, 1.12317, 0.23280], [1.20589, -1.90007, -0.31631], [-0.47703, 1.03566, -1.94125], [-0.98313, 1.81539, 0.63534], [-0.20638, 0.77608, 1.96138]]
}

=====

Run iii
{
  "formula": "C4H4O3",
  "method": "wB97M-V/def2-TZVPD",
  "smiles": "O=C1OC[C@@]12CO2",
  "lumo_ev": 0.79,
  "homo_energy_ev": -10.46,
  "gap_ev": 11.2,
  "species": ["O", "C", "O", "C", "C", "C", "O", "H", "H", "H", "H"],
  "positions_angstrom": [[-0.18109, 2.09761, -1.26911], [-0.50290, 1.12550, -0.66354], [-1.74042, 0.73685, -0.22375], [-1.20705, -0.41551, 0.49968], [0.17590, -0.01681, 0.05492], [1.42342, -0.66179, -0.26489], [1.23779, 0.41241, 0.82530], [-1.59681, -1.35020, 0.08905], [-1.37634, -0.33250, 1.57221], [1.92227, -0.33415, -1.18470], [1.81496, -1.16640, 0.60582]]
}

=====

Which one sits at the bottom of the stability order? run i does.

=====

Run i
{
  "formula": "C4H4O3",
  "method": "wB97M-V/def2-TZVPD",
  "lumo_ev": -0.53,
  "homo_energy_ev": -9.78,
  "gap_ev": 9.3,
  "species": ["C", "C", "O", "C", "O", "C", "O", "H", "H", "H", "H"],
  "positions_angstrom": [[-1.94712, 0.09898, -0.49427], [-0.64361, -0.09662, -0.56359], [0.13547, -1.23476, -0.52300], [0.65304, -0.61352, 0.69548], [0.31688, -0.85766, 1.81376], [1.85113, 0.26180, 0.31582], [1.83547, 1.15931, -0.48363], [-2.20249, 1.06689, -0.06804], [-2.68807, -0.55876, -0.90854], [-0.07434, 0.81824, -0.62785], [2.76364, -0.04390, 0.84385]]
}

=====

Run ii
{
  "formula": "C4H4O3",
  "method": "wB97M-V/def2-TZVPD",
  "lumo_ev": 0.46,
  "homo_energy_ev": -9.22,
  "gap_ev": 9.7,
  "species": ["C", "C", "O", "C", "O", "C", "O", "H", "H", "H", "H"],
  "positions_angstrom": [[-1.80159, 0.12463, -0.87804], [-0.60632, 0.01829, -0.01439], [0.44911, -0.40337, -0.69771], [1.36657, 0.08483, 1.50236], [1.10749, 0.03541, 2.66034], [1.57076, -0.38867, 0.14819], [1.94020, 0.93784, 0.62395], [-2.60578, -0.40405, -0.35338], [-1.72330, -0.20237, -1.92045], [-2.08595, 1.18506, -0.82884], [2.38880, -0.98760, -0.24202]]
}

=====

Run iii
{
  "formula": "C4H4O3",
  "method": "wB97M-V/def2-TZVPD",
  "smiles": "O=C=C(C=O)CO",
  "lumo_ev": 0.51,
  "homo_energy_ev": -9.72,
  "gap_ev": 10.2,
  "species": ["O", "C", "C", "C", "O", "C", "O", "H", "H", "H", "H"],
  "positions_angstrom": [[-0.21800, -2.56987, 1.20937], [-0.16622, -1.44981, 0.89557], [-0.04831, -0.22725, 0.39959], [-0.94194, 0.78057, 1.02363], [-1.60102, 0.60290, 2.03014], [0.93907, 0.05992, -0.72023], [0.23763, 0.72391, -1.77160], [-0.91866, 1.77070, 0.63058], [1.33494, -0.80270, -1.16484], [1.75728, 0.93718, -0.36556], [-0.37476, 0.17446, -2.16664]]
}

=====

Run iv
{
  "formula": "C4H4O3",
  "method": "wB97M-V/def2-TZVPD",
  "lumo_ev": -0.46,
  "homo_energy_ev": -9.54,
  "gap_ev": 9.1,
  "species": ["C", "C", "O", "C", "O", "C", "O", "H", "H", "H", "H"],
  "positions_angstrom": [[0.89854, -0.23714, 1.61328], [0.39570, 0.88928, 0.74741], [0.19714, 2.02725, 1.12204], [0.19659, 0.58666, -0.70018], [-0.93100, -0.08074, -0.82843], [-1.20501, -0.45456, -2.17120], [-2.07420, -1.21594, -2.41926], [0.04103, -0.84443, 1.92659], [1.39642, 0.16731, 2.49631], [1.58167, -0.88798, 1.05770], [-0.49690, 0.05028, -2.84425]]
}

=====

Which one sits at the bottom of the stability order? run ii does.

=====

Run i
{
  "formula": "C4H7NS2",
  "method": "wB97M-V/def2-TZVPD",
  "lumo_ev": [-1.67, -1.67],
  "homo_energy_ev": [-8.31, -8.31],
  "gap_ev": [6.6, 6.6],
  "species": ["C", "C", "C", "C", "N", "S", "S", "H", "H", "H", "H", "H", "H", "H"],
  "positions_angstrom": [[1.11649, 0.25668, 0.19547], [2.45447, 0.07752, 0.57248], [-2.23410, -1.67167, -0.30679], [0.86113, 1.37244, -0.61823], [0.11225, -0.72346, 0.47645], [-1.64681, 1.82975, 0.17460], [-1.42825, -0.36458, 0.30584], [2.92829, -0.83065, 1.11945], [3.13212, 0.84483, 0.31764], [-3.24716, -1.80850, -0.21254], [-1.98501, -1.92424, -1.31650], [1.54819, 2.24159, -0.74009], [0.45014, 1.06069, -1.56390], [-2.06175, -0.36040, 1.59611]]
}

=====

Run ii
{
  "formula": "C4H7NS2",
  "method": "wB97M-V/def2-TZVPD",
  "smiles": "C=C(S)/C=N\\CS",
  "lumo_ev": 0.41,
  "homo_energy_ev": -8.89,
  "gap_ev": 9.3,
  "species": ["C", "C", "S", "C", "N", "C", "S", "H", "H", "H", "H", "H", "H", "H"],
  "positions_angstrom": [[1.40980, -1.61336, 0.27654], [1.32809, -0.30006, 0.28724], [2.08706, 0.93383, -0.73140], [0.30386, 0.46009, 1.07822], [-0.84419, 0.78875, 0.60818], [-1.35910, 0.73080, -0.60227], [-3.25952, 0.51201, -0.53020], [2.07566, -2.26874, -0.32832], [0.78817, -2.09624, 1.05088], [2.95060, 0.40642, -1.52093], [0.29651, 0.51564, 2.13721], [-1.30014, 1.57888, -1.25164], [-0.98820, -0.10965, -1.18401], [-3.48860, 0.46163, 0.71049]]
}

=====

Run iii
{
  "formula": "C4H7NS2",
  "method": "wB97M-V/def2-TZVPD",
  "smiles": "S=CN(S)C1CC1",
  "lumo_ev": -0.05,
  "homo_energy_ev": -8.55,
  "gap_ev": 8.5,
  "species": ["S", "C", "N", "S", "C", "C", "C", "H", "H", "H", "H", "H", "H", "H"],
  "positions_angstrom": [[2.37670, 0.22242, 0.16106], [1.10449, -0.63813, -0.49389], [-0.18265, -0.41090, -0.18637], [-1.19280, -1.82300, 0.00862], [-0.63079, 0.86165, 0.49642], [-1.93092, 1.48680, 0.00414], [-0.62905, 2.17248, -0.29619], [1.20688, -1.47091, -1.29410], [-0.28459, -2.37588, 1.24224], [-0.40758, 0.77022, 1.62038], [-2.52427, 2.05098, 0.73656], [-2.49519, 1.02410, -0.81200], [-0.37631, 3.04073, 0.15322], [-0.26518, 2.14945, -1.31955]]
}

=====

Which one sits at the bottom of the stability order? run i does.